Density functional theory data (ωB97M-V/def2-TZVPD) for a molecular structure, C15H23OS2Si.

Structure (ORCA input):
```
! RIJCOSX wB97M-V def2-TZVPD def2/J DEFGRID3
* xyz 1 1
C 2.44 2.36 1.50
Si 2.50 0.57 1.00
C 2.04 0.40 -0.79
C 4.18 -0.12 1.38
O 1.38 -0.31 1.98
C 0.19 -0.89 1.77
C 0.19 -2.33 1.71
C -0.88 -0.01 1.41
C -1.87 -0.44 0.49
C -2.74 0.49 -0.09
C -2.67 1.84 0.26
C -1.70 2.27 1.18
C -0.83 1.37 1.75
H 3.23 2.84 0.89
H 1.48 2.84 1.28
H 2.67 2.50 2.56
H 2.80 0.95 -1.38
H 2.04 -0.65 -1.12
H 1.06 0.83 -1.02
H 4.91 0.36 0.71
H 4.47 0.10 2.41
H 4.22 -1.20 1.22
H 0.14 -2.60 0.65
H 1.09 -2.72 2.16
H -1.91 -1.50 0.20
H -3.48 0.16 -0.84
H -3.34 2.57 -0.20
H -1.61 3.32 1.44
H -0.05 1.70 2.45
C -1.76 -6.96 1.98
C -1.30 -6.07 0.84
S 0.01 -4.95 1.39
C -0.80 -3.87 2.45
S -1.27 -4.76 3.82
C -2.29 -6.14 3.15
H -2.54 -7.62 1.61
H -0.92 -7.57 2.34
H -0.86 -6.64 0.01
H -2.09 -5.43 0.46
H -1.21 -2.82 2.32
H -3.24 -5.67 2.87
H -2.44 -6.78 4.03
*
```

Values from the calculation:
LUMO level = -5.5 eV
E_tot = -1746.10004 Ha
Molecular weight = 311.57 u
Gap between HOMO and LUMO = 0.192 hartree


Density functional theory data (ωB97M-V/def2-TZVPD) for a molecular structure, C15H24BrCdN8O2.

Structure (ORCA input):
```
! RIJCOSX wB97M-V def2-TZVPD def2/J DEFGRID3
* xyz 1 1
Cd 0.02 0.00 0.21
N -1.73 1.63 0.20
C -2.76 1.10 1.09
C -3.24 -0.26 0.58
N -2.15 -1.22 0.43
C -2.10 -2.29 1.43
C -1.12 -1.97 2.56
N 0.24 -1.92 2.02
H -1.46 2.56 0.50
H -2.14 1.72 -0.73
H -3.63 1.77 1.15
H -2.34 1.00 2.10
H -3.71 -0.09 -0.38
H -4.00 -0.64 1.27
H -2.20 -1.62 -0.50
H -1.79 -3.22 0.95
H -3.09 -2.45 1.87
H -1.23 -2.74 3.34
H -1.35 -1.00 3.00
H 0.54 -2.87 1.77
H 0.88 -1.60 2.75
N 0.20 -2.19 -1.98
N -0.67 -2.59 -3.01
C -1.65 -1.78 -3.47
N -2.22 -2.09 -4.63
N -1.95 -0.73 -2.72
N -2.94 0.11 -3.05
O -3.01 1.10 -2.35
O -3.71 -0.13 -3.96
H 1.01 -1.72 -2.38
H 0.50 -3.01 -1.46
H -0.37 -3.33 -3.65
H -1.93 -2.88 -5.18
H -3.03 -1.54 -4.90
Br 0.36 1.43 2.90
C 2.02 2.15 2.26
C 2.58 3.09 3.08
C 3.82 3.65 2.77
C 4.48 3.21 1.66
C 3.92 2.24 0.81
C 4.66 1.79 -0.31
C 4.15 0.84 -1.13
C 2.85 0.34 -0.91
C 2.07 0.74 0.15
C 2.63 1.68 1.07
H 2.06 3.40 3.98
H 4.25 4.39 3.43
H 5.46 3.60 1.42
H 5.64 2.22 -0.49
H 4.72 0.49 -1.98
H 2.48 -0.39 -1.62
*
```

Values from the calculation:
LUMO level = -2.6 eV
E_tot = -3915.96825 Ha
Molecular weight = 540.73 u
Gap between HOMO and LUMO = 0.288 hartree


Density functional theory data (ωB97M-V/def2-TZVPD) for a molecular structure, C15H24BrNO3PtS3.

Structure (ORCA input):
```
! RIJCOSX wB97M-V def2-TZVPD def2/J DEFGRID3
* xyz 4 5
Pt 0.26 -0.74 0.65
C -0.68 -3.75 1.05
C -0.14 -3.43 2.44
S -0.06 -1.63 2.78
C 1.60 -1.41 3.47
C 2.74 -1.79 2.54
S 2.61 -0.97 0.91
C 2.89 -2.33 -0.26
C 1.88 -3.47 -0.18
S 0.15 -2.90 -0.33
H -1.73 -3.47 0.95
H -0.62 -4.83 0.86
H 0.84 -3.87 2.62
H -0.82 -3.85 3.19
H 1.65 -1.99 4.40
H 1.64 -0.36 3.75
H 2.79 -2.87 2.37
H 3.69 -1.48 2.96
H 3.90 -2.71 -0.09
H 2.89 -1.86 -1.24
H 1.98 -4.06 0.73
H 2.05 -4.15 -1.02
O -0.28 0.89 -1.21
O -1.32 1.18 -1.96
Br 1.07 6.77 3.41
C 1.91 5.53 2.41
C 3.13 5.81 1.76
C 3.70 4.80 1.04
C 3.05 3.55 0.99
N 1.88 3.25 1.59
C 1.32 4.22 2.28
H 3.59 6.79 1.84
H 4.64 4.93 0.52
H 3.51 2.74 0.43
H 0.39 4.02 2.80
C -4.11 0.86 -4.50
C -5.52 0.41 -4.03
C -5.21 -0.52 -2.88
O -3.80 -1.02 -3.22
C -3.26 -0.23 -4.01
H -3.81 1.83 -4.07
H -3.98 0.96 -5.58
H -6.04 -0.09 -4.84
H -6.13 1.25 -3.70
H -5.81 -1.42 -2.79
H -5.09 -0.03 -1.92
H -2.30 -0.55 -4.42
H -1.02 1.98 -2.45
*
```

Values from the calculation:
LUMO level (spin up / spin down) = -11.1 / -14.1 eV
E_tot = -4752.60518 Ha
⟨S²⟩ = 6.034
Molecular weight = 637.54 u
Gap between HOMO and LUMO (spin up / spin down) = 0.322 / 0.255 hartree


Density functional theory data (ωB97M-V/def2-TZVPD) for a molecular structure, C15H24CuO8S.

Structure (ORCA input):
```
! RIJCOSX wB97M-V def2-TZVPD def2/J DEFGRID3
* xyz 0 2
Cu -1.00 -0.06 -0.30
C -2.78 -3.45 -0.17
O -2.95 -2.20 -0.89
C -4.29 -1.71 -0.88
C -4.20 -0.29 -1.32
O -3.39 0.45 -0.36
C -3.58 1.90 -0.42
C -3.08 2.60 0.81
O -1.71 2.31 0.98
C -1.28 2.59 2.30
H -2.30 -4.14 -0.85
H -3.79 -3.77 0.20
H -2.19 -3.21 0.71
H -4.67 -1.78 0.13
H -5.07 -2.26 -1.52
H -5.19 0.19 -1.49
H -3.68 -0.08 -2.28
H -4.69 2.06 -0.58
H -3.06 2.28 -1.31
H -3.67 2.20 1.67
H -3.27 3.67 0.77
H -1.61 3.58 2.57
H -0.19 2.48 2.35
H -1.70 1.89 3.01
C 6.51 -1.15 -0.65
C 5.06 -1.25 -0.29
C 4.58 -0.30 0.65
C 3.31 -0.34 1.14
C 2.41 -1.33 0.64
C 2.84 -2.22 -0.34
C 4.18 -2.20 -0.76
S 0.85 -1.62 1.46
O 1.14 -2.94 1.95
O 0.58 -0.51 2.40
O -0.24 -1.70 0.43
H 6.67 -1.72 -1.52
H 7.14 -1.40 0.16
H 6.73 -0.08 -0.90
H 5.22 0.52 0.95
H 2.90 0.43 1.84
H 2.09 -2.95 -0.68
H 4.52 -2.89 -1.50
C 1.56 3.11 -0.98
O 0.79 1.99 -0.40
C -0.17 1.48 -1.17
O -0.47 1.85 -2.31
H 1.57 3.85 -0.16
H 1.03 3.35 -1.90
H 2.56 2.77 -1.16
*
```

Values from the calculation:
LUMO level (spin up / spin down) = 0.6 / -1.7 eV
E_tot = -3226.43529 Ha
⟨S²⟩ = 0.754
Molecular weight = 427.96 u
Gap between HOMO and LUMO (spin up / spin down) = 0.338 / 0.251 hartree


Density functional theory data (ωB97M-V/def2-TZVPD) for 4 unconnected molecules or ions with the total composition C15H24FN3O5S.

Structure (ORCA input):
```
! RIJCOSX wB97M-V def2-TZVPD def2/J DEFGRID3
* xyz 0 1
C -1.43 0.91 2.58
C -1.52 -0.03 1.40
O -2.55 -0.41 0.93
O -0.31 -0.45 0.92
C -0.02 -0.20 -0.47
C 1.08 0.86 -0.66
C 2.15 0.70 0.43
C 3.41 1.54 0.26
F 2.51 -0.65 0.47
C 1.63 0.63 -2.09
C 1.92 1.86 -2.97
S 0.78 3.22 -2.80
O 0.00 3.35 -3.98
O 1.47 4.34 -2.24
O -0.21 2.64 -1.68
C 0.49 2.26 -0.49
H -1.76 1.90 2.26
H -2.09 0.55 3.36
H -0.41 0.97 2.97
H 0.31 -1.14 -0.91
H -0.92 0.09 -1.01
H 1.69 0.94 1.39
H 3.40 2.40 0.93
H 3.56 1.88 -0.77
H 4.27 0.93 0.54
H 0.91 0.02 -2.63
H 2.54 0.03 -2.02
H 2.92 2.27 -2.84
H 1.82 1.57 -4.01
H -0.25 2.27 0.32
H 1.25 3.01 -0.25
C -4.95 -0.75 -1.63
C -3.59 -0.83 -2.14
N -2.50 -0.90 -2.49
H -5.58 -1.48 -2.13
H -4.94 -0.97 -0.57
H -5.36 0.25 -1.79
C -3.17 -3.64 0.91
C -4.54 -3.58 0.44
N -5.62 -3.52 0.05
H -3.02 -4.55 1.51
H -2.49 -3.66 0.06
H -2.94 -2.77 1.52
C 3.48 -2.46 3.04
C 3.91 -1.26 3.75
N 4.24 -0.31 4.29
H 4.27 -3.21 3.05
H 2.59 -2.87 3.52
H 3.24 -2.20 2.01
*
```

Values from the calculation:
LUMO level = 0.3 eV
SMILES = CC(=O)OC[C@@]1([C@H](C)F)CCS(=O)(=O)OC1.CC#N.CC#N.CC#N
E_tot = -1624.45656 Ha
Molecular weight = 377.44 u
Gap between HOMO and LUMO = 0.415 hartree


Number 1: F_max 3.8 eV Å⁻¹. Number 2: F_max 1.8 eV Å⁻¹. Number 3: F_max 1.1 eV Å⁻¹. Number 4: F_max 2.6 eV Å⁻¹. Number 5: F_max 0.9 eV Å⁻¹.